1.
The following is a quantum chemistry calculation of C30H27Cl2N6O3PtS as an isolated structure, from the OMol25 dataset.

Output
**ΔE to the lowest compared entry with this formula, charge and spin**: 0.0 kcal/mol
**HOMO level**: -0.15996 Ha
**Kohn-Sham gap**: 0.249 Eh

```
! RIJCOSX wB97M-V def2-TZVPD def2/J DEFGRID3
* xyz -1 1
Pt 1.052 -1.205 1.122
Cl 5.777 -4.451 4.882
C 4.507 -3.377 4.381
C 3.938 -3.573 3.133
C 2.916 -2.732 2.691
N 2.325 -2.754 1.410
C 2.629 -3.780 0.570
O 3.119 -4.862 0.886
C 2.375 -3.520 -0.883
C 2.738 -4.478 -1.818
C 2.598 -4.149 -3.159
C 2.046 -2.927 -3.497
C 1.672 -2.051 -2.477
N 1.890 -2.317 -1.194
C 2.477 -1.693 3.550
C 3.052 -1.514 4.800
C 4.069 -2.359 5.210
Cl 4.770 -2.109 6.780
N 1.495 -0.865 2.998
C 0.754 -0.029 3.743
O 0.800 0.120 4.960
C -0.178 0.802 2.914
C -0.864 1.797 3.567
C -1.630 2.670 2.800
C -1.687 2.491 1.447
C -0.994 1.412 0.847
N -0.223 0.579 1.571
H 4.286 -4.382 2.520
H 3.143 -5.417 -1.477
H 2.891 -4.849 -3.930
H 1.851 -2.660 -4.528
H 0.918 -0.609 -3.669
H 2.708 -0.732 5.455
H -0.749 1.878 4.636
H -2.170 3.487 3.263
H -2.274 3.142 0.816
H -0.757 0.302 -0.801
O -0.655 -1.433 -0.711
S -0.738 -1.331 -2.272
N 0.930 -0.885 -2.691
C 0.916 2.416 -2.858
C 0.130 3.423 -2.019
C 0.824 3.648 -0.673
C -1.354 3.080 -2.004
C -2.174 3.881 -2.789
C -3.533 3.641 -2.882
C -4.079 2.574 -2.203
C -3.303 1.718 -1.420
C -4.082 0.537 -0.845
C -4.330 -0.512 -1.938
C -3.597 -0.167 0.419
C -1.930 1.994 -1.314
N -1.094 1.205 -0.472
H 1.947 2.754 -2.981
H 0.471 2.297 -3.848
H 0.944 1.444 -2.373
H 0.174 4.385 -2.542
H 1.140 2.713 -0.215
H 0.187 4.179 0.034
H 1.719 4.252 -0.831
H -1.734 4.713 -3.325
H -4.163 4.285 -3.483
H -5.142 2.375 -2.283
H -5.062 0.967 -0.601
H -3.463 -1.160 -2.050
H -4.537 -0.054 -2.906
H -5.180 -1.140 -1.665
H -2.677 -0.724 0.252
H -4.365 -0.884 0.718
H -3.458 0.522 1.250
*
```

2.
The following is a quantum chemistry calculation of C31H57N2O2P2Sr as an isolated structure, from the OMol25 dataset.

Output
**ΔE to the lowest compared entry with this formula, charge and spin**: 84.0 kcal/mol
**HOMO level**: -0.31428 Ha
**Kohn-Sham gap**: 0.203 Eh

```
! RIJCOSX wB97M-V def2-TZVPD def2/J DEFGRID3
* xyz 1 1
C 1.529 2.468 -1.214
C -0.491 2.568 -0.023
C 1.737 3.835 -1.091
C -0.264 3.961 0.193
C 0.845 4.590 -0.333
H 2.606 4.269 -1.574
H -1.018 4.533 0.743
H 1.032 5.649 -0.173
N 0.509 1.822 -0.625
P 2.814 -0.037 -1.531
P -2.822 0.730 0.838
C 2.556 1.692 -2.068
H 2.275 1.747 -3.137
H 3.512 2.239 -2.011
C -1.785 2.079 0.396
H -2.184 2.840 1.105
C -4.510 1.614 0.462
C -2.654 0.105 2.700
C 2.706 -1.145 -3.111
C 4.491 0.130 -0.649
C -5.269 0.591 -0.389
H -5.503 -0.321 0.178
H -6.215 1.029 -0.737
H -4.667 0.307 -1.263
C -5.330 2.004 1.694
H -5.592 1.152 2.332
H -4.829 2.775 2.293
H -6.275 2.445 1.339
C -4.278 2.881 -0.371
H -5.213 3.166 -0.881
H -3.955 3.739 0.233
H -3.513 2.698 -1.129
C -3.758 -0.937 2.951
H -3.634 -1.816 2.300
H -3.693 -1.283 3.993
H -4.773 -0.548 2.798
C -1.287 -0.574 2.904
H -1.182 -1.499 2.308
H -0.441 0.118 2.742
H -1.209 -0.893 3.956
C -2.765 1.295 3.652
H -3.743 1.784 3.608
H -2.631 0.935 4.685
H -1.984 2.043 3.456
C 4.859 -1.227 -0.013
H 5.862 -1.145 0.439
H 4.152 -1.502 0.784
H 4.888 -2.038 -0.753
C 4.317 1.174 0.479
H 4.006 2.156 0.095
H 3.589 0.837 1.234
H 5.287 1.309 0.989
C 5.609 0.585 -1.599
H 6.502 0.823 -0.996
H 5.895 -0.202 -2.306
H 5.347 1.487 -2.166
C 2.108 -0.391 -4.307
H 2.779 0.399 -4.677
H 1.954 -1.104 -5.134
H 1.132 0.054 -4.075
C 1.777 -2.322 -2.731
H 0.744 -1.986 -2.526
H 1.717 -3.022 -3.577
H 2.147 -2.887 -1.860
C 4.092 -1.657 -3.514
H 4.743 -0.836 -3.847
H 4.592 -2.216 -2.713
H 3.971 -2.343 -4.368
Sr 0.377 -0.696 0.259
C 2.312 -0.963 2.330
O 3.003 -1.117 3.240
N -1.518 -0.255 -1.197
C -2.135 0.687 -1.657
C -2.658 0.964 -3.133
C -3.477 2.230 -3.367
C -1.396 1.083 -3.983
C -3.491 -0.259 -3.492
H -4.430 2.209 -2.829
H -2.905 3.126 -3.092
H -3.711 2.290 -4.441
H -0.773 0.187 -3.890
H -1.637 1.257 -5.046
H -0.801 1.936 -3.623
H -3.789 -0.251 -4.548
H -2.948 -1.183 -3.249
H -4.407 -0.286 -2.889
C 0.535 -4.154 2.201
C 0.305 -4.326 0.717
O -0.236 -3.080 0.175
H 1.224 -3.334 2.436
H 0.957 -5.077 2.609
H -0.411 -3.973 2.729
H 1.250 -4.523 0.183
H -0.402 -5.130 0.507
H -0.850 -3.290 -0.547
*
```

3.
The following is a quantum chemistry calculation of a 2-piece molecular cluster, C4H4O overall, from the OMol25 dataset.

Output
**ΔE to the lowest compared entry with this formula, charge and spin**: 172.4 kcal/mol
**HOMO level**: -0.36906 Ha
**Kohn-Sham gap**: 0.334 Eh

```
! RIJCOSX wB97M-V def2-TZVPD def2/J DEFGRID3
* xyz 0 1
C -0.675 -0.243 2.806
C -1.104 -0.616 1.704
C -1.368 -1.101 0.305
C -1.498 0.304 0.605
O 0.945 1.050 -0.387
H -0.398 -1.360 -0.089
H -2.194 -1.775 0.243
H 1.168 1.506 -1.165
H 1.210 1.336 0.484
*
```